1.
A cluster of 2 separate species, C21H31N3O4 in total in a non-equilibrium geometry, computed with the ωB97M-V functional and the def2-TZVPD basis.

Each line ends with the natural charge from an NBO analysis.
Positions of all 59 atoms, in Å:
C -9.325153 -0.682188 -0.736456  -0.649
C -7.952158 -0.627541 0.008640  -0.087
O -6.850845 -0.465103 -0.905646  -0.468
C -5.694570 -0.527957 -0.398199  0.259
C -5.405456 -0.652227 0.828204  -0.282
C -4.159684 -0.487512 1.427785  -0.250
C -3.167222 -0.481571 0.615756  0.011
C -3.425036 -0.360350 -1.026530  -0.148
C -4.770127 -0.421781 -1.406299  -0.218
H -4.939163 -0.512166 -2.366698  0.211
H -2.669516 -0.141384 -1.615787  0.192
C -1.742316 -0.176879 0.772758  -0.267
N -0.920946 0.596297 0.030805  -0.393
C -1.421435 2.178815 0.525798  -0.246
C -0.869692 3.072258 -0.628733  -0.237
N 0.507555 3.002909 -0.268413  -0.651
C 1.301539 1.797901 0.058837  0.675
O 2.446301 1.943987 0.206606  -0.572
C 0.604370 0.781752 0.229482  -0.215
C 1.015208 -0.371618 -0.539313  -0.491
C 1.985057 -1.371876 -0.068760  0.713
O 1.764332 -2.478378 0.174428  -0.532
N 3.043354 -0.613738 0.675749  -0.747
H 3.037490 0.335069 0.708611  0.415
C 4.142581 -1.242434 1.014584  -0.094
H 4.280046 -1.093231 2.301224  0.116
H 3.932485 -2.666651 1.197881  0.214
C 5.530160 -0.960275 0.552378  -0.359
C 5.394575 -1.519622 -0.790313  -0.409
H 5.284614 -2.580995 -0.966842  0.219
C 6.842702 -1.044165 -1.574092  -0.020
O 7.142051 0.176849 -1.486171  -0.517
C 7.268124 0.605520 0.019842  -0.072
C 5.881195 0.219744 0.694464  -0.407
H 5.973349 0.559856 1.770430  0.225
H 5.191940 1.192240 0.295383  0.209
H 7.545814 1.627099 -0.161226  0.208
H 8.024456 0.001350 0.769421  0.169
H 6.803210 -1.285080 -2.585346  0.171
H 7.493194 -1.663060 -0.973432  0.120
H 4.782849 -0.976482 -1.245789  0.176
H 6.108329 -1.667696 1.326244  0.218
H 0.115727 -1.049920 -1.012958  0.255
H 1.499646 -0.096311 -1.481235  0.243
H 0.657376 0.465858 1.263885  0.262
H 1.278007 3.789772 -0.639828  0.397
H -1.115737 3.993412 -0.235512  0.218
H -1.046716 2.673531 -1.476338  0.198
H -2.503382 2.168711 0.305327  0.204
H -1.298628 2.453490 1.567972  0.209
H -1.117241 -1.174720 0.607721  0.207
H -1.551610 -0.065384 1.914002  0.141
H -3.686919 -0.320120 2.333311  0.230
H -6.133170 -0.596469 1.834673  0.221
H -7.907260 -1.578275 0.765202  0.200
H -8.077464 0.368975 0.865741  0.172
H -10.267206 -0.793092 -0.238734  0.231
H -9.436838 -1.555575 -1.404586  0.214
H -9.422151 0.296416 -1.429905  0.209

Cartesian forces, eV/Å:
C 1.1 1.7 -3.0
C -2.5 0.8 3.6
O -7.6 -0.5 -0.2
C 1.2 0.0 -3.3
C -2.0 0.4 11.5
C 0.4 -0.7 -1.1
C 3.5 2.6 -10.7
C -6.0 -1.6 6.8
C 7.0 0.2 3.9
H -1.7 0.1 -4.7
H 3.6 0.6 -2.8
C 3.7 -6.4 5.7
N -0.7 11.0 -1.4
C -2.0 -2.6 -4.4
C 2.5 -0.3 9.2
N 6.9 1.3 -1.5
C -0.5 15.2 -3.4
O 5.0 0.3 0.5
C -10.3 -14.8 4.2
C -0.6 -4.6 -5.8
C 1.6 6.3 4.5
O -0.2 -4.8 -0.6
N -3.5 -3.9 -3.6
H -0.1 3.2 -0.4
C 1.9 -6.2 9.6
H -0.4 -0.1 -2.6
H 0.5 4.5 -1.2
C -4.5 -16.1 0.6
C 9.0 -2.4 -0.7
H -0.2 -0.1 0.5
C -3.4 -6.8 2.1
O 2.0 7.1 4.1
C -0.4 -2.8 -0.3
C 4.7 19.4 1.1
H 0.0 -0.5 -0.8
H 0.9 -3.0 0.5
H -0.2 0.4 0.8
H -0.9 1.2 -2.8
H 0.0 -1.0 -1.8
H 1.1 -0.8 -0.3
H -5.9 4.1 -4.1
H -0.5 1.1 -2.0
H 1.9 1.8 1.6
H -0.1 0.7 -0.3
H 0.7 0.1 0.9
H -2.9 -2.7 1.2
H -1.3 2.6 -0.8
H -2.0 -1.9 -6.1
H 0.2 -0.4 0.5
H 0.8 -0.1 0.0
H -1.7 0.6 0.7
H -0.2 0.2 -0.9
H -1.1 0.0 3.1
H 0.8 -0.4 -3.6
H 0.5 2.1 -2.1
H 0.8 -2.7 -2.7
H 0.0 0.5 1.5
H 0.8 0.3 -0.1
H 0.2 -2.2 1.5

Values from the calculation:
LUMO level: 0.62 eV
total charge: 0
E: -1283.3027 Eh
HOMO-LUMO gap: 8.47 eV

=====

2.
The ion CH2BrO3P with charge -2 in a non-equilibrium geometry, computed with the ωB97M-V functional and the def2-TZVPD basis.

Each line ends with the natural charge from an NBO analysis.
Positions of all 8 atoms, in Å:
C -0.564621 -0.066079 0.719517  -0.824
O 0.426859 -0.710435 -1.912981  -1.236
O 0.728935 1.671596 -1.139767  -1.250
O 1.938870 -0.222341 0.160879  -1.268
P 0.780691 0.212788 -0.815888  2.391
Br -2.274980 -0.970440 0.435382  -0.212
H 0.049777 -0.740894 1.350494  0.219
H -1.085532 0.825806 1.202364  0.180

Cartesian forces, eV/Å:
C 0.3 1.1 -0.2
O -0.5 -1.3 -1.2
O -0.1 1.1 -0.1
O -0.9 0.5 -1.5
P 1.2 -0.3 3.7
Br -1.1 -1.1 -0.4
H -0.8 0.7 0.0
H 1.8 -0.8 -0.3

Values from the calculation:
SMILES: O=P([O-])([O-])CBr
LUMO level: 5.78 eV
total charge: -2
E: -3180.4361 Eh
HOMO-LUMO gap: 5.24 eV

=====

3.
A cluster of 2 separate species, CH3Cl2OP in total in a non-equilibrium geometry, computed with the ωB97M-V functional and the def2-TZVPD basis.

Each line ends with the natural charge from an NBO analysis.
Positions of all 8 atoms, in Å:
C -0.592059 0.328370 0.408048  -0.419
O 0.218365 -1.194889 -0.813983  -0.868
P -1.910677 -0.052184 -0.741135  0.938
Cl -2.675991 -1.704405 0.086397  -0.256
Cl -3.198612 1.363631 0.170179  -0.352
H -0.408443 -0.364466 1.305501  0.267
H -0.110922 1.276742 0.199905  0.230
H 1.133226 -1.132360 -0.707561  0.460

Cartesian forces, eV/Å:
C 1.6 -4.2 -0.8
O -3.5 2.0 1.4
P -0.4 0.8 -0.3
Cl -0.2 -0.8 0.3
Cl 0.0 0.1 -0.1
H -0.4 1.8 -1.2
H 0.4 -0.1 0.3
H 2.5 0.4 0.3

Values from the calculation:
LUMO level (spin up / spin down): -1.14 / -1.14 eV
total charge: 0
E: -1376.8119 Eh
HOMO-LUMO gap (spin up / spin down): 8.75 / 8.75 eV

=====

4.
A structure of composition C4H11BIMgO in a non-equilibrium geometry, computed with the ωB97M-V functional and the def2-TZVPD basis.

Each line ends with the natural charge from an NBO analysis.
Positions of all 19 atoms, in Å:
O 2.851922 0.135293 0.859480  -0.705
C 1.667741 -0.405634 0.302200  -0.078
C 0.781163 0.726854 -0.303460  -0.347
C -0.419820 1.163766 0.546467  -0.423
C -1.506469 0.067492 0.670928  -0.713
B -1.473985 -0.989447 -0.563489  -0.307
I -2.480587 -2.852160 0.136069  0.241
H 3.406225 -0.626109 1.032204  0.484
H 1.873523 -1.125754 -0.515758  0.171
H 1.090055 -0.934348 1.088209  0.191
H 1.458783 1.608318 -0.378179  0.246
H 0.475823 0.481445 -1.369557  0.015
H -0.849431 2.125485 0.187856  0.200
H -0.030528 1.399997 1.558678  0.249
H -1.457076 -0.436925 1.655483  0.246
H -2.490370 0.589100 0.628685  0.235
H -2.097680 -0.658883 -1.561038  0.022
H -0.381237 -1.349024 -0.906023  -0.013
Mg -0.418052 1.080533 -3.068756  1.285

Cartesian forces, eV/Å:
O -0.6 0.1 -0.5
C -0.9 -0.3 -0.6
C 1.3 1.5 1.2
C -0.1 -0.1 0.3
C -0.6 0.4 -0.6
B 0.6 -0.3 2.3
I -0.2 0.3 -0.6
H 0.4 0.0 0.2
H 0.1 0.2 0.5
H 0.1 0.2 -0.5
H -0.3 -0.5 -0.2
H 0.1 -0.3 0.1
H 0.3 -0.5 -0.1
H 0.0 0.0 -0.6
H 0.0 0.3 -0.6
H 0.5 -0.4 0.4
H -0.3 0.4 -1.5
H 0.0 -0.1 -0.3
Mg -0.6 -0.7 1.0

Values from the calculation:
LUMO level: -8.45 eV
total charge: +1
E: -756.4638 Eh
HOMO-LUMO gap: 3.31 eV

=====

5.
A cluster of 2 separate species, C9H8N4 in total in a non-equilibrium geometry, computed with the ωB97M-V functional and the def2-TZVPD basis.

Each line ends with the natural charge from an NBO analysis.
Positions of all 21 atoms, in Å:
C -1.571127 2.774032 -0.652750  0.247
C 0.830134 0.018300 -3.090469  0.083
C 1.684694 1.024457 1.605345  -0.285
C 0.638654 1.895530 1.052445  -0.260
C 1.474670 -0.246456 1.078174  -0.039
C -0.125556 1.068886 0.199732  0.089
C -0.308685 -1.372871 -0.402873  -0.268
C -1.313327 -0.850771 -1.443990  -0.090
C -1.192673 1.411297 -0.636491  -0.079
N -2.046415 3.838644 -0.696008  -0.321
N 1.566271 -0.776558 -2.749171  -0.326
N 0.329632 -0.252253 0.274299  -0.337
N -1.778616 0.419714 -1.343077  -0.421
H 2.558108 1.298391 2.173691  0.229
H 0.385634 2.897043 1.321628  0.234
H 1.943566 -1.154360 1.142682  0.206
H -0.863541 -1.865938 0.414748  0.208
H 0.495862 -1.907977 -0.979786  0.248
H 0.345597 0.879859 -3.459332  0.231
H -1.856489 -1.665120 -1.920814  0.216
H -2.373658 0.628066 -2.196328  0.434

Cartesian forces, eV/Å:
C -1.8 0.7 -0.8
C 0.0 0.8 -0.4
C -1.3 -0.1 -1.5
C 0.8 -2.8 -0.1
C -2.3 2.0 -0.7
C 1.5 -0.7 1.7
C 0.0 1.1 -0.5
C 0.8 -0.4 1.9
C -0.3 0.6 0.1
N 0.9 -1.1 0.1
N 0.8 -1.1 0.3
N 1.1 2.7 0.2
N -0.8 -0.8 -2.9
H -0.2 0.1 0.2
H 0.2 0.4 -0.1
H 1.5 -1.8 0.5
H 0.4 -0.9 -0.7
H -1.0 -0.2 1.0
H -0.5 0.3 -0.1
H -0.3 0.8 -0.3
H 0.6 0.3 1.9

Values from the calculation:
LUMO level (spin up / spin down): 0.15 / -0.34 eV
total charge: 0
E: -566.6497 Eh
HOMO-LUMO gap (spin up / spin down): 7.06 / 6.83 eV